Entry P
The following is a quantum chemistry calculation of 5 unconnected molecules or ions with the total composition C20H35N5, from the Open Molecules 2025 dataset.

Summary:
HOMO-LUMO gap ... 10.79 eV

Each line ends with the Löwdin charge.
Cartesian coordinates (Å):
C1 1.44402 -0.12411 1.69678  -0.13
C2 0.12855 -0.17412 0.94161  -0.22
C3 0.12134 -0.32578 -0.60199  -0.27
C4 1.38110 -0.09608 -1.29745  -0.23
N1 2.39033 0.10321 -1.86843  0.20
H1 1.91038 -1.04265 1.34056  0.05
H2 1.40426 -0.15132 2.78572  0.09
H3 2.15032 0.60895 1.30712  0.06
H4 -0.42285 0.71744 1.24023  0.04
H5 -0.43391 -0.92407 1.49780  0.10
H6 -0.71969 0.19425 -1.06062  0.04
H7 -0.21512 -1.32766 -0.86868  0.06
C5 0.21727 2.26937 3.34099  -0.09
C6 1.78919 2.26813 3.23629  -0.23
C7 2.33972 3.71495 3.26110  -0.20
C8 3.76301 3.74870 3.36367  -0.25
N2 4.93625 3.78268 3.45408  0.13
H8 -0.36194 2.81532 2.59629  0.05
H9 -0.22719 2.66467 4.25439  0.07
H10 -0.05997 1.22477 3.19941  0.04
H11 2.04276 1.81928 2.27590  0.04
H12 2.29195 1.67971 4.00383  0.12
H13 2.03561 4.27359 4.14628  0.12
H14 2.03353 4.36251 2.43951  0.12
C9 -2.81276 2.11164 0.65154  -0.06
C10 -2.50867 2.91450 -0.65277  -0.22
C11 -1.37694 2.30684 -1.41850  -0.20
C12 -0.14942 2.30936 -0.72075  -0.19
N3 0.82667 2.29369 -0.05721  0.25
H15 -1.91485 2.02823 1.26383  0.03
H16 -3.11969 1.13363 0.28088  0.08
H17 -3.55789 2.53730 1.32363  0.08
H18 -2.43539 3.98992 -0.49087  0.12
H19 -3.32950 2.85429 -1.36741  0.11
H20 -1.35757 2.72428 -2.42521  0.14
H21 -1.62882 1.24840 -1.48440  0.10
C13 -0.64724 -1.01647 -2.80595  -0.13
C14 -0.37818 -0.58575 -4.28417  -0.20
C15 -0.36143 -1.63531 -5.40553  -0.19
C16 0.49580 -2.78854 -5.27649  -0.24
N4 1.11885 -3.76152 -5.18521  0.14
H22 -1.63904 -1.46718 -2.76988  0.11
H23 -0.53472 -0.11561 -2.20273  0.00
H24 -0.00656 -1.82492 -2.45377  0.08
H25 0.50695 0.04764 -4.22545  0.10
H26 -1.11678 0.15710 -4.58545  0.10
H27 0.06015 -1.13848 -6.27930  0.12
H28 -1.35556 -2.03842 -5.59863  0.12
C17 1.14707 -3.27897 0.89778  -0.07
C18 -0.16502 -3.67257 0.15689  -0.21
C19 -1.44620 -3.73310 1.01948  -0.18
C20 -1.23536 -4.47812 2.25904  -0.23
N5 -0.99650 -5.15123 3.19986  0.14
H29 1.40866 -2.29271 0.51443  0.02
H30 1.94795 -3.96561 0.62350  0.09
H31 0.96630 -3.23403 1.97175  0.08
H32 -0.05140 -4.65044 -0.31103  0.11
H33 -0.26044 -2.96766 -0.66900  0.06
H34 -2.26913 -4.20015 0.47842  0.12
H35 -1.76230 -2.74178 1.34425  0.10


Entry Q
The following is a quantum chemistry calculation of 5 unconnected molecules or ions with the total composition C20H35N5, from the Open Molecules 2025 dataset.

Summary:
HOMO-LUMO gap ... 11.63 eV

Each line ends with the Löwdin charge.
Cartesian coordinates (Å):
C1 0.59340 2.74469 -6.61464  -0.11
C2 1.68327 3.01998 -5.60236  -0.28
C3 1.59115 2.20359 -4.30515  -0.19
C4 0.45793 2.66978 -3.47468  -0.22
N1 -0.45109 3.00010 -2.86228  0.17
H1 -0.37278 3.08888 -6.24775  0.07
H2 0.49076 1.65206 -6.77340  0.08
H3 0.80860 3.26979 -7.57525  0.09
H4 1.62971 4.05315 -5.28683  0.10
H5 2.73011 2.86682 -5.96998  0.12
H6 2.47099 2.30760 -3.66008  0.12
H7 1.52567 1.11721 -4.49990  0.12
C5 3.40662 -2.34370 1.93834  -0.13
C6 2.56067 -3.55062 1.76969  -0.26
C7 2.30944 -4.28857 3.12646  -0.18
C8 3.48506 -4.93209 3.71099  -0.24
N2 4.43756 -5.35936 4.17884  0.14
H8 2.90078 -1.61238 2.57434  0.08
H9 3.66941 -1.90891 0.98942  0.07
H10 4.35456 -2.65485 2.41217  0.09
H11 3.14937 -4.24141 1.14763  0.11
H12 1.59613 -3.33163 1.26016  0.10
H13 1.51502 -4.97978 2.92985  0.10
H14 1.85733 -3.67384 3.89504  0.12
C9 -6.08652 -3.42597 -2.19214  -0.12
C10 -6.17134 -2.32447 -1.17495  -0.27
C11 -5.83875 -0.89801 -1.71718  -0.17
C12 -4.45295 -0.81188 -2.26408  -0.22
N3 -3.37088 -0.71806 -2.63247  0.16
H15 -5.02538 -3.61669 -2.39789  0.08
H16 -6.55394 -3.08158 -3.13648  0.09
H17 -6.58481 -4.33417 -1.88637  0.07
H18 -5.43539 -2.58539 -0.39652  0.11
H19 -7.15399 -2.20414 -0.71712  0.11
H20 -5.82436 -0.16497 -0.89977  0.11
H21 -6.49524 -0.45412 -2.47385  0.12
C13 0.68253 2.73351 5.54306  -0.10
C14 1.90367 3.63309 5.07108  -0.26
C15 2.83524 3.01150 4.03868  -0.20
C16 3.71325 1.93344 4.59721  -0.23
N4 4.44154 1.12044 4.86658  0.13
H22 0.98819 1.76870 5.97894  0.07
H23 0.07087 2.60674 4.65711  0.04
H24 0.09698 3.29447 6.28626  0.06
H25 2.51269 3.87557 5.99420  0.12
H26 1.53212 4.52698 4.55987  0.10
H27 3.45452 3.86419 3.76070  0.11
H28 2.30448 2.67329 3.14821  0.09
C17 0.27662 -1.21188 -0.30580  -0.13
C18 -0.19194 -0.04602 -1.10744  -0.27
C19 -1.15192 0.86592 -0.30044  -0.19
C20 -0.53443 1.33987 0.92744  -0.23
N5 0.00869 1.70940 1.85044  0.16
H29 1.03887 -0.86618 0.38519  0.06
H30 0.73717 -1.99840 -0.95715  0.09
H31 -0.53558 -1.67029 0.25025  0.08
H32 -0.69778 -0.36111 -2.01276  0.08
H33 0.68169 0.53460 -1.43565  0.10
H34 -2.12089 0.46910 -0.04171  0.10
H35 -1.45270 1.69601 -0.92609  0.08


Most stable to least stable, the ends of the list are entry Q and entry P.


Entry P
The following is a quantum chemistry calculation of C4H5N in the gas phase, from the Open Molecules 2025 dataset.

Summary:
HOMO-LUMO gap ... 9.42 eV

Each line ends with the Löwdin charge.
Cartesian coordinates (Å):
C1 -1.24486 -0.43316 0.06665  -0.06
C2 -0.66016 1.04539 0.00819  -0.11
C3 0.70138 0.94546 0.03112  -0.21
C4 0.00571 -1.15837 0.08838  -0.19
H1 -2.33765 -0.81322 -0.15638  0.11
H2 -1.21931 2.04668 -0.15955  0.11
H3 1.35765 1.74230 0.26589  0.09
H4 2.10076 -0.72841 -0.03393  0.16
H5 0.17329 -2.27989 -0.05562  0.12
N1 1.12318 -0.36677 -0.05476  -0.02


Entry Q
The following is a quantum chemistry calculation of 2 unconnected molecules or ions with the total composition C4H5N, from the Open Molecules 2025 dataset.

Summary:
HOMO-LUMO gap (spin up / spin down) ... 8.26 / 8.26 eV

Each line ends with the Löwdin charge.
Cartesian coordinates (Å):
C1 -1.36665 1.33021 -1.28706  0.12
C2 -0.29961 0.77039 -1.25436  -0.13
C3 0.73340 -0.06670 -0.76786  -0.24
C4 -0.23836 -0.75703 1.29716  0.06
N1 1.92317 -0.24804 -1.05732  0.09
H1 -2.03549 2.05882 -0.92492  0.03
H2 -0.96900 -1.38309 0.78428  0.00
H3 -0.58553 0.22073 1.40506  -0.05
H4 0.34583 -1.11753 2.15749  0.01
H5 2.49224 -0.80777 -0.35248  0.10


Most stable to least stable, the ends of the list are entry P and entry Q.


Entry P
The following is a quantum chemistry calculation of a molecular structure, C3H4N2O3, from the Open Molecules 2025 dataset.

Summary:
HOMO-LUMO gap ... 9.38 eV

Each line ends with the Löwdin charge.
Cartesian coordinates (Å):
C1 2.32713 -0.92915 0.16278  -0.05
C2 0.57598 0.59227 -0.05853  -0.58
C3 -1.28006 -0.20528 -0.01507  -0.52
H1 1.41906 -1.22851 1.05733  0.17
H2 2.54591 -1.69446 -0.89355  0.16
H3 3.44295 -0.99808 0.73834  0.12
H4 -1.98655 -2.01902 0.51885  0.29
N1 -0.12096 1.62117 0.12019  0.17
N2 -1.50029 1.02839 0.14546  0.16
O1 1.88430 0.44953 -0.33449  -0.04
O2 -2.35774 -1.07182 -0.19880  0.02
O3 -0.00292 -0.54694 0.05634  0.09


Entry Q
The following is a quantum chemistry calculation of C3H4N2O3 in the gas phase, from the Open Molecules 2025 dataset.

Summary:
HOMO-LUMO gap ... 9.08 eV

Each line ends with the Löwdin charge.
Cartesian coordinates (Å):
C1 1.14773 0.17951 0.37575  -0.50
C2 -0.24064 -0.12311 -0.11612  -0.18
C3 -0.86548 -1.39810 0.39909  -0.03
H1 2.53788 1.63529 0.68597  0.13
H2 1.01109 2.38339 -0.09609  0.17
H3 -0.34124 -1.91975 1.31918  0.17
H4 -2.06291 -0.64867 -1.04988  0.03
N1 1.64678 1.47425 0.12457  0.09
N2 -0.87491 0.70396 -0.90401  0.06
O1 1.84168 -0.60885 1.01063  0.04
O2 -1.84421 -1.93261 -0.29022  -0.01
O3 -1.95579 0.25469 -1.45887  0.04


Most stable to least stable, the ends of the list are entry Q and entry P.


Entry P
The following is a quantum chemistry calculation of a gas-phase ion, C3H9N2O (charge -1), from the Open Molecules 2025 dataset.

Summary:
HOMO-LUMO gap ... 6.07 eV
Charge ... -1

Each line ends with the Löwdin charge.
Cartesian coordinates (Å):
C1 -1.70934 0.10181 0.24991  -0.18
C2 1.27613 -1.11825 -0.17916  -0.21
C3 -0.64377 0.91460 -0.42805  -0.31
N1 0.86529 -0.32087 0.89777  -0.15
N2 0.58757 1.07846 0.46738  -0.34
O1 1.60959 1.65354 -0.25099  -0.41
H1 -1.86574 0.27883 1.32530  0.06
H2 -2.57960 0.23658 -0.44063  0.06
H3 -1.45568 -0.98819 0.24996  0.04
H4 0.36369 -1.77960 -0.41268  0.07
H5 1.46147 -0.34717 -0.97912  0.07
H6 2.04921 -1.78840 -0.08263  0.02
H7 -0.52975 0.48149 -1.49429  0.11
H8 -1.04917 1.92928 -0.46726  0.09
H9 1.62010 -0.33210 1.54451  0.07


Entry Q
The following is a quantum chemistry calculation of 2 unconnected molecules or ions with the total composition C3H9N2O, from the Open Molecules 2025 dataset.

Summary:
HOMO-LUMO gap ... 6.95 eV
Charge ... -1

Each line ends with the Löwdin charge.
Cartesian coordinates (Å):
C1 -0.22064 -3.49739 0.58536  -0.21
N1 -0.89940 -2.81354 1.40691  -0.02
H1 -0.14882 -4.57661 0.72582  0.02
H2 0.30909 -3.01735 -0.23733  0.04
H3 -0.59930 -1.81561 1.24422  0.00
C2 -0.43227 0.66189 0.12609  -0.50
O1 -0.03766 -0.64548 -0.04228  -0.39
C3 0.50840 1.54950 -0.69586  -0.32
N2 0.24895 2.99771 -0.66282  -0.04
H4 -1.46447 0.80521 -0.26831  0.08
H5 -0.42183 0.96422 1.19477  0.08
H6 1.54127 1.29734 -0.42616  0.09
H7 0.36135 1.17697 -1.71080  0.09
H8 0.52177 3.46502 0.18803  0.04
H9 0.73357 3.44812 -1.42764  0.03


Most stable to least stable, the ends of the list are entry Q and entry P.